<A>
{
  "formula": "C11H12N",
  "method": "wB97M-V/def2-TZVPD",
  "total_charge": 1,
  "gap_ev": 7.5,
  "lumo_ev": -5.928,
  "species": ["C", "C", "C", "C", "C", "C", "C", "C", "C", "C", "C", "N", "H", "H", "H", "H", "H", "H", "H", "H", "H", "H", "H", "H"],
  "xyz": [[0.395, 2.831, -0.936], [1.585, 2.164, -1.275], [-0.547, 2.233, -0.129], [1.748, 0.808, -0.963], [-0.376, 0.889, 0.139], [0.729, 0.114, -0.241], [-1.477, -1.259, 1.036], [-0.386, -1.948, 0.599], [-1.438, 0.211, 0.967], [0.690, -1.315, -0.010], [1.794, -2.078, -0.644], [-2.784, 0.928, 0.845], [0.235, 3.952, -1.186], [2.222, 2.670, -1.854], [-1.427, 2.902, 0.079], [2.598, 0.250, -1.171], [-2.220, -1.953, 1.417], [-0.146, -2.968, 0.690], [-1.135, 0.570, 2.042], [2.834, -1.852, -0.367], [1.779, -2.161, -1.681], [1.872, -3.203, -0.310], [-3.125, 1.447, 1.633], [-3.554, 0.384, 0.525]]
}

***

<B>
{
  "formula": "C11H12N",
  "method": "wB97M-V/def2-TZVPD",
  "total_charge": 1,
  "gap_ev": [6.8, 6.6],
  "lumo_ev": [-5.734, -5.618],
  "species": ["C", "C", "C", "C", "C", "C", "C", "C", "C", "C", "C", "N", "H", "H", "H", "H", "H", "H", "H", "H", "H", "H", "H", "H"],
  "xyz": [[-2.527, 0.541, 1.572], [-2.870, 1.154, 0.317], [-1.325, -0.137, 1.827], [-1.923, 1.092, -0.654], [-0.357, -0.170, 0.814], [-0.671, 0.401, -0.464], [0.946, -0.842, 0.907], [-0.248, 0.183, -1.704], [1.013, -2.112, 1.527], [-0.044, 0.588, -3.112], [3.189, -0.233, 0.287], [1.858, 0.027, 0.670], [-3.211, 0.656, 2.413], [-3.683, 1.716, 0.016], [-1.226, -0.506, 2.773], [-2.122, 1.475, -1.567], [1.974, -2.501, 2.007], [0.099, -2.481, 1.920], [-0.217, 1.665, -3.238], [-0.354, -0.317, -3.680], [1.159, 0.530, -3.098], [3.566, -1.241, 0.472], [3.812, 0.489, 0.781], [3.163, 0.026, -0.786]]
}

***

Least stable: <B>

***

<A>
{
  "formula": "C4H4N4O3",
  "method": "wB97M-V/def2-TZVPD",
  "total_charge": 0,
  "gap_ev": 8.7,
  "lumo_ev": -1.291,
  "smiles": "N=C1NC(=O)C(=NO)C(=O)N1",
  "species": ["N", "C", "N", "C", "O", "C", "N", "O", "C", "O", "N", "H", "H", "H", "H"],
  "xyz": [[-0.798, -0.329, 2.729], [-0.328, -0.297, 1.511], [-0.822, -1.121, 0.506], [-0.300, -0.909, -0.791], [-0.329, -1.712, -1.706], [0.367, 0.404, -1.070], [0.844, 0.707, -2.287], [0.388, -0.070, -3.410], [0.775, 1.258, 0.109], [1.196, 2.374, 0.072], [0.516, 0.757, 1.343], [-0.708, 0.456, 3.350], [-1.388, -1.963, 0.701], [-0.260, -0.806, -3.211], [0.846, 1.252, 2.153]]
}

***

<B>
{
  "formula": "C4H4N4O3",
  "method": "wB97M-V/def2-TZVPD",
  "total_charge": 0,
  "gap_ev": 8.6,
  "lumo_ev": -0.641,
  "species": ["C", "C", "C", "C", "N", "N", "N", "N", "O", "O", "O", "H", "H", "H", "H"],
  "xyz": [[-2.275, -0.456, 0.005], [-1.420, -1.544, 0.134], [-1.794, 0.928, -0.099], [0.570, -0.424, -0.225], [-0.099, -1.458, -0.038], [-0.544, 1.134, -0.099], [1.704, 0.209, -0.175], [3.019, -0.205, -0.022], [0.254, 2.156, 0.071], [3.206, -1.356, 0.080], [3.843, 0.693, 0.084], [-3.331, -0.650, -0.039], [-1.774, -2.489, 0.390], [-2.484, 1.813, -0.122], [1.126, 1.650, 0.054]]
}

***

<C>
{
  "formula": "C4H4N4O3",
  "method": "wB97M-V/def2-TZVPD",
  "total_charge": 0,
  "gap_ev": 9.9,
  "lumo_ev": -0.675,
  "smiles": "NC(=O)C1([N+](=O)[O-])N=CC=N1",
  "species": ["N", "C", "O", "C", "N", "O", "O", "N", "C", "C", "N", "H", "H", "H", "H"],
  "xyz": [[-1.015, 0.334, -2.227], [-0.247, -0.465, -1.453], [-0.227, -1.680, -1.424], [0.874, 0.279, -0.503], [1.641, 1.471, -1.040], [1.314, 1.930, -2.149], [2.486, 1.895, -0.318], [1.981, -0.600, -0.179], [1.758, -0.891, 1.052], [0.612, -0.257, 1.558], [0.165, 0.501, 0.682], [-0.972, 1.386, -2.370], [-1.546, -0.204, -2.856], [2.439, -1.619, 1.724], [0.181, -0.338, 2.483]]
}

***

Least stable: <B>

***

<A>
{
  "formula": "C7H27NO5",
  "method": "wB97M-V/def2-TZVPD",
  "total_charge": 0,
  "gap_ev": 9.6,
  "lumo_ev": 0.247,
  "smiles": "CCCN[C@@H](C)CC.O.O.O.O.O",
  "species": ["C", "C", "C", "N", "C", "C", "C", "C", "H", "H", "H", "H", "H", "H", "H", "H", "H", "H", "H", "H", "H", "H", "H", "H", "H", "O", "H", "H", "O", "H", "H", "O", "H", "H", "O", "H", "H", "O", "H", "H"],
  "xyz": [[0.054, -0.780, -2.918], [1.209, -0.106, -2.180], [0.763, 0.871, -1.103], [-0.006, 0.181, -0.052], [-0.096, 0.878, 1.250], [-1.306, 0.334, 1.996], [1.158, 0.715, 2.138], [2.261, 1.758, 1.948], [-0.524, -0.031, -3.468], [0.428, -1.516, -3.628], [-0.643, -1.254, -2.225], [1.849, -0.871, -1.729], [1.854, 0.405, -2.898], [0.108, 1.627, -1.546], [1.627, 1.385, -0.686], [0.315, -0.776, 0.071], [-0.233, 1.941, 1.041], [-1.178, -0.715, 2.274], [-2.221, 0.429, 1.414], [-1.464, 0.885, 2.925], [1.569, -0.292, 2.007], [0.849, 0.741, 3.187], [3.084, 1.553, 2.636], [1.870, 2.755, 2.138], [2.707, 1.738, 0.956], [-2.072, 3.262, -0.715], [-2.889, 3.656, -0.395], [-2.274, 2.305, -0.745], [2.930, -2.342, 0.506], [2.926, -1.387, 0.387], [1.997, -2.619, 0.455], [0.107, -3.038, 0.372], [-0.141, -3.630, -0.356], [-0.192, -3.494, 1.169], [-2.794, -2.228, -0.079], [-3.018, -1.330, -0.385], [-1.849, -2.151, 0.101], [-2.568, 0.475, -1.067], [-2.557, 0.390, -2.029], [-1.639, 0.274, -0.764]]
}

***

<B>
{
  "formula": "C7H27NO5",
  "method": "wB97M-V/def2-TZVPD",
  "total_charge": 0,
  "gap_ev": 9.6,
  "lumo_ev": 0.330,
  "smiles": "CC(C)CCN(C)C.O.O.O.O.O",
  "species": ["C", "C", "C", "C", "C", "N", "C", "C", "H", "H", "H", "H", "H", "H", "H", "H", "H", "H", "H", "H", "H", "H", "H", "H", "H", "O", "H", "H", "O", "H", "H", "O", "H", "H", "O", "H", "H", "O", "H", "H"],
  "xyz": [[2.426, -2.248, -0.602], [1.372, -1.750, 0.398], [1.985, -1.572, 1.795], [0.224, -2.747, 0.460], [-1.160, -2.042, 0.579], [-1.406, -1.191, -0.574], [-1.434, -1.899, -1.846], [-2.734, -0.576, -0.400], [2.594, -3.310, -0.415], [2.164, -2.032, -1.641], [3.402, -1.754, -0.534], [1.080, -0.759, 0.085], [1.180, -1.157, 2.413], [2.780, -0.826, 1.817], [2.171, -2.511, 2.287], [0.311, -3.371, 1.337], [0.074, -3.372, -0.420], [-1.239, -1.405, 1.455], [-1.878, -2.856, 0.738], [-2.300, -2.562, -1.978], [-1.492, -1.156, -2.643], [-0.507, -2.418, -2.041], [-3.140, -0.110, -1.292], [-2.683, 0.202, 0.349], [-3.460, -1.309, -0.031], [0.506, 1.807, -0.878], [1.385, 1.747, -0.470], [0.062, 1.096, -0.394], [-0.399, 2.036, -3.817], [-0.129, 2.224, -2.908], [-0.576, 1.089, -3.808], [-1.690, 1.492, 2.054], [-1.211, 2.295, 1.819], [-1.207, 0.755, 1.667], [0.157, 4.165, 0.849], [0.424, 3.508, 0.185], [-0.805, 4.296, 0.805], [1.929, 2.237, 1.945], [2.594, 2.416, 2.625], [1.147, 2.552, 2.430]]
}

***

Least stable: <B>